[1]
C50H49N8O2RuS3 as an isolated structure in a non-equilibrium geometry, computed with the ωB97M-V functional and the def2-TZVPD basis.

Last column: Löwdin charge in e.
Positions of all 113 atoms, in Å:
Ru -0.913 0.600 -0.350  1.436
N -1.008 0.373 1.566  -0.428
S -0.146 0.269 2.787  0.807
N 1.389 -0.119 2.659  -0.396
S 1.997 -1.385 1.836  0.966
N 2.330 -1.045 0.305  -0.405
S 2.247 0.382 -0.327  0.814
N 0.925 1.123 -0.375  -0.397
C 3.410 1.497 0.379  -0.340
C 4.695 1.027 0.627  -0.064
C 5.608 1.890 1.209  -0.035
C 5.228 3.192 1.522  -0.038
C 3.945 3.646 1.243  -0.045
C 3.019 2.796 0.662  -0.063
C 2.845 0.060 -1.957  -0.301
C 2.338 -1.048 -2.626  -0.069
C 2.719 -1.252 -3.940  -0.052
C 3.589 -0.362 -4.562  -0.047
C 4.080 0.742 -3.876  -0.047
C 3.706 0.965 -2.560  -0.044
C 0.520 -2.670 1.480  -0.268
C 0.376 -3.608 2.497  -0.097
C -0.388 -4.748 2.283  -0.061
C -0.947 -4.982 1.030  -0.069
C -0.742 -4.075 -0.003  -0.076
C 0.006 -2.923 0.215  -0.120
C 3.654 -1.316 2.648  -0.324
C 3.763 -0.910 3.972  -0.082
C 4.937 -1.190 4.662  -0.060
C 5.961 -1.899 4.048  -0.062
C 5.824 -2.329 2.731  -0.061
C 4.658 -2.061 2.031  -0.104
C -0.896 -0.764 4.018  -0.331
C -0.134 -1.225 5.086  -0.092
C -0.728 -2.073 6.007  -0.045
C -2.056 -2.453 5.848  -0.041
C -2.803 -1.981 4.774  -0.045
C -2.224 -1.126 3.849  -0.056
C 0.010 1.856 3.551  -0.295
C -0.046 2.022 4.928  -0.041
C 0.078 3.305 5.443  -0.046
C 0.247 4.386 4.587  -0.047
C 0.288 4.198 3.209  -0.050
C 0.164 2.925 2.677  -0.074
H 4.972 0.016 0.358  0.113
H 6.613 1.544 1.420  0.121
H 5.945 3.862 1.980  0.118
H 3.666 4.665 1.476  0.116
H 2.012 3.124 0.432  0.094
H 1.670 -1.737 -2.122  0.096
H 2.342 -2.112 -4.479  0.117
H 3.890 -0.534 -5.588  0.117
H 4.759 1.429 -4.364  0.118
H 4.079 1.829 -2.019  0.119
H 0.854 -3.442 3.462  0.111
H -0.524 -5.468 3.083  0.115
H -1.510 -5.892 0.847  0.113
H -1.145 -4.277 -0.991  0.108
H 0.197 -2.248 -0.601  0.052
H 2.972 -0.332 4.433  0.087
H 5.049 -0.853 5.685  0.113
H 6.866 -2.127 4.601  0.114
H 6.623 -2.882 2.254  0.115
H 4.528 -2.410 1.010  0.112
H 0.907 -0.940 5.184  0.105
H -0.152 -2.442 6.848  0.121
H -2.511 -3.120 6.570  0.119
H -3.838 -2.283 4.659  0.116
H -2.776 -0.734 3.004  0.093
H -0.198 1.180 5.591  0.104
H 0.032 3.459 6.515  0.119
H 0.333 5.388 4.998  0.119
H 0.405 5.048 2.545  0.117
H 0.168 2.760 1.609  0.074
N -2.922 -0.344 -0.406  -0.012
C -3.997 0.655 -0.181  -0.253
C -5.380 0.167 -0.601  -0.118
C -5.523 -0.353 -2.051  -0.147
C -6.139 0.668 -3.010  -0.140
N -5.258 1.823 -3.193  0.092
C -4.184 1.872 -3.961  -0.428
N -4.000 1.011 -4.973  0.226
N -3.258 2.795 -3.703  0.229
C -3.553 2.004 -0.768  -0.546
O -4.388 2.749 -1.298  0.023
O -2.314 2.278 -0.623  -0.107
H -3.020 -0.757 -1.320  0.064
H -2.982 -1.100 0.267  0.104
H -4.007 0.841 0.891  0.152
H -6.072 0.995 -0.438  0.130
H -5.673 -0.619 0.095  0.121
H -6.146 -1.249 -2.065  0.121
H -4.552 -0.649 -2.468  0.100
H -7.063 1.059 -2.589  0.133
H -6.401 0.204 -3.961  0.116
H -5.174 2.384 -2.346  0.030
H -4.777 0.476 -5.318  0.118
H -3.230 1.152 -5.605  0.106
H -3.292 3.283 -2.817  0.107
H -2.401 2.827 -4.229  0.119
C -0.931 0.247 -2.295  -0.180
C -0.942 0.032 -3.494  -0.101
C -0.936 -0.197 -4.913  -0.292
C -0.470 0.814 -5.766  -0.058
C -0.469 0.621 -7.141  -0.068
C -0.921 -0.580 -7.677  -0.065
C -1.382 -1.588 -6.837  -0.065
C -1.396 -1.399 -5.462  -0.043
H -0.109 1.739 -5.330  0.117
H -0.116 1.408 -7.797  0.113
H -0.904 -0.736 -8.751  0.115
H -1.724 -2.527 -7.260  0.114
H -1.746 -2.182 -4.802  0.115

Spin multiplicity ... 6
Charge ... +2
Orbital gap (spin up / spin down) ... 6.789 / 6.521 eV
DFT total energy ... -3811.8819 a.u.
Max |F| ... 0.0661 hartree/bohr
LUMO (spin up / spin down) ... -4.1 / -6.6 eV
<S²> ... 8.788

---

[2]
C50H50FN4P2PdSe as an isolated structure in a non-equilibrium geometry, computed with the ωB97M-V functional and the def2-TZVPD basis.

Last column: Löwdin charge in e.
Positions of all 109 atoms, in Å:
Pd -0.380 1.206 0.715  0.476
N 0.328 2.364 -0.816  -0.350
P 1.841 1.799 -0.508  0.788
C 2.438 1.735 -2.266  -0.323
C 2.140 0.589 -2.988  -0.128
C 2.408 0.511 -4.342  -0.101
C 2.974 1.593 -4.993  -0.113
C 3.281 2.738 -4.279  -0.102
C 3.017 2.814 -2.923  -0.085
C 2.951 3.163 0.047  -0.382
C 2.567 4.481 0.245  -0.099
C 3.488 5.422 0.680  -0.097
C 4.799 5.052 0.926  -0.109
C 5.186 3.731 0.750  -0.099
C 4.266 2.796 0.321  -0.117
P -2.425 0.900 -0.275  0.962
C -2.881 2.656 -0.383  -0.448
C -2.818 3.384 0.815  -0.137
C -3.192 4.707 0.867  -0.097
C -3.670 5.339 -0.276  -0.117
C -3.786 4.618 -1.453  -0.109
C -3.404 3.291 -1.511  -0.107
C -2.150 0.491 -2.040  -0.441
C -2.704 -0.702 -2.503  -0.131
C -2.585 -1.077 -3.829  -0.116
C -1.903 -0.266 -4.719  -0.111
C -1.326 0.910 -4.268  -0.094
C -1.457 1.292 -2.948  -0.131
H 0.134 3.274 -0.390  -0.006
H 1.686 -0.248 -2.478  0.011
H 2.172 -0.390 -4.890  0.097
H 3.166 1.550 -6.058  0.092
H 3.728 3.583 -4.787  0.094
H 3.260 3.719 -2.381  0.097
H 1.546 4.783 0.045  0.096
H 3.181 6.453 0.821  0.098
H 5.520 5.790 1.251  0.092
H 6.206 3.435 0.955  0.096
H 4.555 1.764 0.181  0.101
H -2.476 2.874 1.712  0.072
H -3.112 5.250 1.799  0.096
H -3.955 6.382 -0.248  0.088
H -4.176 5.099 -2.344  0.094
H -3.502 2.739 -2.436  0.093
H -3.237 -1.334 -1.805  0.076
H -3.032 -2.003 -4.169  0.092
H -1.818 -0.550 -5.760  0.091
H -0.765 1.532 -4.951  0.099
H -0.991 2.199 -2.601  0.074
C -2.891 -2.400 1.030  -0.081
C -2.866 -1.581 2.320  -0.388
C -4.083 -1.882 3.194  -0.064
C -1.573 -1.848 3.046  -0.152
C -1.362 -3.078 3.649  -0.060
C -0.194 -3.352 4.338  -0.117
C 0.827 -2.414 4.345  -0.065
C 0.665 -1.183 3.729  -0.159
C 1.803 -0.189 3.695  -0.370
C 3.109 -0.846 3.245  -0.072
C 1.978 0.480 5.060  -0.048
C -0.574 -0.861 3.130  -0.230
N -0.770 0.442 2.683  -0.059
C -0.992 1.382 3.615  -0.273
C -1.520 1.092 4.900  -0.036
C -1.839 2.078 5.803  -0.120
C -1.631 3.420 5.517  -0.127
C -1.044 3.750 4.304  -0.045
C -0.731 2.757 3.409  -0.223
F -0.055 3.138 2.253  -0.042
H -3.841 -2.270 0.513  0.071
H -2.745 -3.461 1.233  0.076
H -2.088 -2.060 0.377  0.037
H -2.891 -0.520 2.043  0.073
H -4.180 -2.948 3.388  0.066
H -4.991 -1.543 2.704  0.075
H -3.995 -1.367 4.147  0.075
H -2.138 -3.828 3.608  0.109
H -0.074 -4.292 4.860  0.093
H 1.752 -2.642 4.855  0.107
H 1.556 0.581 2.947  0.116
H 3.440 -1.604 3.954  0.064
H 3.891 -0.094 3.159  0.075
H 2.972 -1.315 2.272  0.046
H 2.348 -0.242 5.789  0.075
H 1.028 0.873 5.418  0.064
H 2.686 1.305 4.998  0.078
H -1.689 0.053 5.151  0.112
H -2.260 1.796 6.761  0.095
H -1.894 4.195 6.223  0.085
H -0.806 4.774 4.053  0.112
C 0.245 -3.721 -2.247  -0.033
N 0.367 -3.978 -0.844  -0.078
C 0.658 -3.033 0.105  -0.701
Se 0.958 -1.262 -0.109  0.727
N 0.708 -3.677 1.308  0.136
C 0.420 -5.002 1.145  -0.177
C 0.332 -6.053 2.038  -0.011
C 0.040 -7.308 1.520  -0.106
C -0.153 -7.504 0.160  -0.110
C -0.066 -6.454 -0.746  -0.016
C 0.218 -5.199 -0.237  -0.164
H 0.315 -2.645 -2.398  0.047
H -0.717 -4.077 -2.618  0.096
H 1.049 -4.215 -2.798  0.098
H 0.806 -3.182 2.185  0.104
H 0.484 -5.899 3.094  0.097
H -0.033 -8.150 2.192  0.095
H -0.377 -8.497 -0.203  0.094
H -0.210 -6.613 -1.803  0.104

Charge ... -1
Orbital gap ... 6.124 eV
DFT total energy ... -5466.3292 a.u.
Max |F| ... 0.0277 hartree/bohr
LUMO ... 2.4 eV

---

[3]
C50H51AsF5N3O2PS3SeTl as an isolated structure in a non-equilibrium geometry, computed with the ωB97M-V functional and the def2-TZVPD basis.

Last column: Löwdin charge in e.
Positions of all 118 atoms, in Å:
Tl 1.091 -0.222 -0.456  0.707
F 0.458 -2.203 6.703  0.118
C 0.546 -1.408 5.629  -0.141
C -0.071 -1.762 4.434  -0.163
F -0.753 -2.913 4.339  0.106
C 0.039 -0.925 3.336  -0.269
F -0.605 -1.267 2.198  -0.027
C 0.787 0.252 3.364  -0.468
Se 1.086 1.366 1.876  0.873
C 1.367 0.596 4.588  -0.252
F 2.052 1.744 4.654  0.074
C 1.248 -0.206 5.709  -0.144
F 1.833 0.149 6.857  0.119
C -2.836 -6.732 0.929  -0.087
C -2.015 -6.082 1.832  -0.082
C -1.373 -4.905 1.473  -0.097
C -1.560 -4.364 0.209  -0.338
C -2.404 -5.015 -0.685  -0.107
C -3.031 -6.194 -0.331  -0.078
As -0.694 -2.684 -0.407  1.339
C -2.417 -1.922 -0.954  -0.369
C -3.279 -1.640 0.107  -0.109
C -4.540 -1.120 -0.108  -0.083
C -4.975 -0.890 -1.404  -0.095
C -4.127 -1.156 -2.465  -0.101
C -2.851 -1.649 -2.243  -0.119
C 0.215 -3.467 -1.959  -0.381
C -0.332 -3.922 -3.152  -0.112
C 0.472 -4.520 -4.108  -0.080
C 1.828 -4.689 -3.882  -0.078
C 2.388 -4.230 -2.703  -0.068
C 1.587 -3.620 -1.755  -0.134
H -3.327 -7.656 1.199  0.102
H -1.876 -6.496 2.820  0.104
H -0.728 -4.413 2.190  0.088
H -2.576 -4.593 -1.668  0.089
H -3.674 -6.688 -1.044  0.104
H -2.942 -1.841 1.117  0.099
H -5.193 -0.906 0.727  0.106
H -5.967 -0.501 -1.583  0.107
H -4.455 -0.969 -3.477  0.108
H -2.194 -1.810 -3.090  0.092
H -1.390 -3.813 -3.360  0.085
H 0.035 -4.862 -5.036  0.103
H 2.445 -5.174 -4.624  0.104
H 3.446 -4.345 -2.517  0.088
H 2.041 -3.243 -0.846  0.050
O -0.423 1.784 -0.945  -0.394
P -1.460 2.840 -0.897  0.586
N -2.422 3.008 -2.257  -0.188
C -2.129 3.979 -3.305  -0.202
C -2.918 3.460 -4.503  -0.167
C -2.762 1.947 -4.360  -0.157
C -2.853 1.745 -2.850  -0.212
N -2.621 2.521 0.248  -0.173
C -2.274 2.100 1.598  -0.218
C -3.600 2.069 2.359  -0.156
C -4.490 3.028 1.569  -0.163
C -4.049 2.757 0.135  -0.210
N -0.731 4.335 -0.737  -0.184
C -1.420 5.478 -0.169  -0.203
C -0.587 5.841 1.059  -0.161
C 0.836 5.599 0.556  -0.156
C 0.692 4.422 -0.416  -0.206
H -1.059 4.017 -3.544  0.118
H -2.448 4.974 -2.987  0.109
H -2.538 3.844 -5.447  0.110
H -3.970 3.738 -4.411  0.113
H -1.784 1.635 -4.727  0.114
H -3.532 1.390 -4.889  0.106
H -2.223 0.924 -2.498  0.091
H -3.886 1.545 -2.546  0.101
H -1.571 2.810 2.054  0.087
H -1.796 1.116 1.586  0.074
H -3.481 2.365 3.400  0.111
H -4.021 1.064 2.326  0.101
H -4.270 4.060 1.848  0.109
H -5.552 2.844 1.719  0.110
H -4.252 3.579 -0.549  0.109
H -4.551 1.855 -0.242  0.099
H -2.454 5.223 0.065  0.105
H -1.407 6.312 -0.883  0.118
H -0.822 5.160 1.878  0.105
H -0.757 6.864 1.390  0.110
H 1.526 5.372 1.364  0.108
H 1.201 6.482 0.031  0.110
H 1.028 3.484 0.039  0.036
H 1.277 4.576 -1.329  0.116
C 0.924 -0.310 -2.728  -0.124
H 1.049 0.699 -3.095  -0.005
H -0.045 -0.715 -2.993  -0.027
H 1.737 -0.957 -3.029  0.001
O 3.201 -1.023 -0.407  -0.435
C 4.154 -0.579 0.478  -0.670
C 4.191 0.929 0.576  -0.479
C 4.724 1.746 1.522  -0.136
C 4.604 3.117 1.201  -0.167
C 3.980 3.322 0.015  -0.396
S 3.536 1.836 -0.750  1.028
C 3.910 -1.220 1.827  -0.408
C 4.502 -1.123 3.046  -0.105
C 3.897 -1.960 4.012  -0.171
C 2.882 -2.700 3.501  -0.391
S 2.638 -2.392 1.824  1.057
C 5.497 -1.053 -0.039  -0.434
C 6.751 -0.565 0.156  -0.113
C 7.734 -1.313 -0.531  -0.188
C 7.202 -2.347 -1.230  -0.412
S 5.488 -2.430 -1.077  1.081
H 5.176 1.405 2.434  0.103
H 4.968 3.909 1.834  0.104
H 3.780 4.256 -0.475  0.061
H 5.354 -0.507 3.268  0.107
H 4.196 -1.993 5.046  0.106
H 2.271 -3.416 4.013  0.068
H 6.969 0.291 0.768  0.109
H 8.784 -1.072 -0.506  0.097
H 7.717 -3.071 -1.829  0.054

Charge ... 0
Orbital gap ... 6.974 eV
DFT total energy ... -9095.5754 a.u.
Max |F| ... 0.0241 hartree/bohr
LUMO ... -0.6 eV

---

[4]
A 7-piece molecular cluster, C50H51FIN2O15Si overall in a non-equilibrium geometry, computed with the ωB97M-V functional and the def2-TZVPD basis.

Last column: Löwdin charge in e.
Positions of all 121 atoms, in Å:
C -6.464 -1.234 -0.998  -0.029
C -5.205 -0.770 -1.800  -0.422
O -5.634 -0.098 -2.978  -0.022
C -4.301 -1.940 -2.181  -0.076
O -3.897 -2.754 -1.016  0.016
C -2.673 -2.391 -0.627  -0.448
N -1.524 -2.680 -1.184  0.241
C -0.467 -2.075 -0.465  -0.159
C 1.005 -2.157 -0.751  -0.050
C 1.738 -3.196 0.105  -0.347
C 1.054 -4.548 0.229  -0.019
F 2.016 -2.661 1.365  -0.022
C -1.077 -1.418 0.535  -0.223
C -0.482 -0.562 1.632  -0.097
C -0.637 0.921 1.199  -0.271
O -0.011 1.828 2.077  -0.187
Si 1.614 2.158 1.813  0.445
C 1.905 3.880 2.547  -0.157
C 2.805 1.002 2.712  -0.158
C 2.124 2.267 0.008  -0.167
N -2.467 -1.635 0.446  -0.310
I -3.839 -0.891 1.748  1.251
H -6.443 -0.924 0.044  0.028
H -7.331 -0.822 -1.519  0.088
H -6.511 -2.326 -1.087  0.084
H -4.614 -0.056 -1.203  0.113
H -5.714 0.836 -2.760  0.106
H -3.393 -1.529 -2.635  0.114
H -4.810 -2.564 -2.921  0.151
H -1.400 -3.244 -2.015  0.201
H 1.158 -2.322 -1.823  0.130
H 1.419 -1.170 -0.514  0.116
H 2.709 -3.366 -0.377  0.150
H -0.022 -4.480 0.437  0.082
H 1.248 -5.163 -0.654  0.099
H 1.500 -5.052 1.096  0.050
H 0.555 -0.865 1.793  0.106
H -1.117 -0.756 2.504  0.080
H -1.713 1.147 1.235  0.058
H -0.352 1.005 0.138  0.110
H 2.014 3.860 3.635  0.034
H 0.970 4.434 2.353  0.028
H 2.696 4.426 2.029  0.033
H 3.099 0.154 2.079  0.021
H 2.291 0.614 3.602  0.036
H 3.698 1.526 3.065  0.039
H 2.378 1.280 -0.405  0.016
H 3.002 2.905 -0.145  0.043
H 1.317 2.702 -0.601  0.041
C 3.924 0.615 -5.961  0.032
C 3.440 -0.120 -4.963  0.022
C 3.168 0.474 -3.631  -0.373
O 2.725 -0.208 -2.725  0.079
C 3.453 1.916 -3.453  0.028
C 3.937 2.653 -4.450  0.040
C 4.210 2.060 -5.783  -0.370
O 4.647 2.732 -6.690  0.109
H 4.130 0.201 -6.939  0.127
H 3.224 -1.175 -5.073  0.124
H 3.247 2.330 -2.477  0.093
H 4.152 3.709 -4.339  0.130
C 7.266 4.766 -6.674  0.022
C 8.500 4.274 -6.750  0.023
C 9.675 5.163 -6.928  -0.388
O 10.798 4.715 -6.999  0.109
C 9.420 6.623 -7.015  0.021
C 8.187 7.115 -6.938  0.020
C 7.013 6.226 -6.761  -0.383
O 5.888 6.674 -6.688  0.104
H 6.397 4.134 -6.546  0.086
H 8.705 3.213 -6.688  0.121
H 10.290 7.255 -7.144  0.123
H 7.982 8.177 -7.001  0.122
C 0.872 -5.402 3.932  0.023
C 0.154 -5.302 5.047  0.026
C -0.436 -6.502 5.692  -0.378
O -1.093 -6.408 6.706  0.105
C -0.195 -7.816 5.047  0.030
C 0.523 -7.916 3.932  0.028
C 1.112 -6.718 3.287  -0.373
O 1.767 -6.807 2.269  0.090
H 1.310 -4.538 3.446  0.112
H -0.032 -4.353 5.534  0.124
H -0.633 -8.678 5.534  0.127
H 0.710 -8.865 3.446  0.126
C -3.186 5.222 1.858  0.025
C -3.487 5.895 2.966  0.034
C -3.933 5.193 4.198  -0.378
O -4.209 5.801 5.205  0.128
C -4.027 3.711 4.144  0.037
C -3.725 3.045 3.034  0.011
C -3.281 3.746 1.807  -0.378
O -3.006 3.125 0.796  0.064
H -2.860 5.715 0.951  0.125
H -3.423 6.974 3.024  0.127
H -4.352 3.214 5.049  0.127
H -3.782 1.968 2.961  0.059
C -3.976 -4.032 6.132  0.013
C -4.043 -5.112 6.906  0.024
C -4.696 -5.064 8.240  -0.375
O -4.756 -6.044 8.945  0.128
C -5.269 -3.765 8.673  0.030
C -5.200 -2.687 7.897  0.019
C -4.549 -2.736 6.566  -0.391
O -4.491 -1.748 5.860  0.066
H -3.504 -4.047 5.158  0.113
H -3.631 -6.066 6.608  0.110
H -5.741 -3.749 9.647  0.126
H -5.612 -1.731 8.195  0.122
C -1.501 1.834 -2.863  0.038
C -1.274 0.546 -3.103  0.012
C -0.752 0.084 -4.408  -0.389
O -0.551 -1.098 -4.614  0.088
C -0.485 1.109 -5.443  0.023
C -0.710 2.400 -5.209  0.035
C -1.236 2.866 -3.900  -0.377
O -1.440 4.038 -3.682  0.129
H -1.884 2.193 -1.913  0.118
H -1.455 -0.228 -2.367  0.089
H -0.103 0.749 -6.390  0.126
H -0.524 3.165 -5.952  0.129

Charge ... +1
Orbital gap ... 7.203 eV
DFT total energy ... -3860.6670 a.u.
Max |F| ... 0.0452 hartree/bohr
LUMO ... -4.1 eV